Below is C7H10S as an isolated structure, with properties calculated with ωB97M-V with the def2-TZVPD basis set.

As for the relative energy (zero: lowest compared OMol25 entry of this formula, charge and spin): 462.9 kJ/mol. As for the gap between HOMO and LUMO: 8.90 eV. The calculation puts the lowest unoccupied orbital energy at 0.6 eV. As for the HOMO energy: -8.25 eV. As for the molar mass: 126.2 g/mol.

```
! RIJCOSX wB97M-V def2-TZVPD def2/J DEFGRID3
* xyz 0 1
C 1.53 0.67 -0.94
C 0.30 1.43 -0.54
C -0.53 2.19 -1.34
C 0.18 -0.28 1.77
C -0.91 -1.27 1.32
C -1.00 -1.75 -0.07
C -0.87 -2.24 -1.18
H 1.46 0.63 -2.03
H 2.46 1.17 -0.49
H 1.33 -0.38 -0.70
H -1.32 2.75 -0.83
H -0.38 2.32 -2.35
H 1.29 -0.60 1.67
H -0.02 0.01 2.85
H -1.86 -0.69 1.63
H -0.94 -2.08 2.05
H -0.55 -3.32 -2.07
S -0.17 1.45 1.21
*
```